# 1
Molecular formula: C20H24BaClNO2S5
Method: DFT, ωB97M-V with the def2-TZVPD basis set

The orbital gap is 0.258 hartree. The value obtained for the HOMO energy is -6.980 eV.

Cartesian coordinates (Å):
Ba 0.6368 -0.3568 0.4115
C -2.9087 2.1807 1.8154
C -2.7037 3.0453 0.5850
S -0.9621 3.0098 0.0189
C -1.1373 3.5437 -1.7184
C -1.8430 2.5670 -2.6403
S -0.8517 1.0397 -2.8452
C -2.0923 -0.0530 -3.6131
C -3.2404 -0.4526 -2.7075
S -2.6530 -1.5380 -1.3528
C -4.0134 -1.3691 -0.1488
C -4.1727 0.0032 0.4784
S -2.7375 0.3872 1.5578
H -3.8910 2.3723 2.2514
H -2.1423 2.3996 2.5608
H -2.9565 4.0815 0.8220
H -3.3323 2.7114 -0.2385
H -0.1083 3.6794 -2.0525
H -1.6486 4.5093 -1.7219
H -1.9648 3.0252 -3.6250
H -2.8269 2.2966 -2.2596
H -1.5207 -0.9342 -3.9052
H -2.4641 0.4462 -4.5090
H -3.9862 -1.0044 -3.2841
H -3.7143 0.4174 -2.2582
H -3.7716 -2.1050 0.6194
H -4.9339 -1.6659 -0.6543
H -5.0722 0.0122 1.0976
H -4.2610 0.7808 -0.2795
S 0.4686 -0.1474 3.2651
C -0.3824 -1.6050 3.0643
C -0.8457 -2.2944 4.2011
C -1.5446 -3.4622 4.0421
C -1.7709 -3.9421 2.7510
C -1.2780 -3.2106 1.6930
N -0.6161 -2.0662 1.8270
H -0.6303 -1.8838 5.1747
H -1.9108 -4.0032 4.9018
H -2.3089 -4.8638 2.5856
H -1.4160 -3.5462 0.6709
Cl 7.6412 -2.7261 -1.2778
C 5.9928 -2.4492 -0.8175
C 5.4058 -3.2813 0.1502
C 4.1047 -3.0980 0.5057
C 3.3012 -2.0618 -0.0626
O 2.0905 -1.9250 0.2586
C 3.9472 -1.1909 -1.0104
C 3.2673 -0.0678 -1.5486
O 2.1346 0.3290 -1.2624
C 5.2853 -1.4297 -1.3867
H 5.9971 -4.0638 0.6007
H 3.6333 -3.7319 1.2431
H 3.8519 0.5097 -2.2939
H 5.7494 -0.7875 -2.1224

Cartesian forces, eV/Å:
-4.5 3.3 0.3
0.0 -0.4 -0.1
0.4 0.2 -0.2
-0.2 -0.1 -0.1
0.0 -0.1 0.5
0.2 -0.4 -0.2
-0.2 0.1 0.1
0.3 0.4 0.2
0.0 -0.4 0.4
0.0 0.2 0.0
0.3 0.0 -0.3
0.4 0.4 0.4
-0.1 0.0 -0.2
0.1 0.1 0.0
-0.1 0.0 0.1
-0.1 -0.1 0.0
-0.1 0.0 0.0
0.0 0.2 0.0
0.1 0.0 -0.1
-0.1 0.0 0.1
0.0 0.1 0.0
0.0 0.0 -0.2
0.0 -0.2 0.0
0.0 0.1 0.0
-0.1 0.0 -0.1
-0.1 -0.1 0.0
0.0 0.0 0.1
0.0 0.0 -0.1
-0.1 0.0 0.0
0.6 1.2 1.1
-0.2 -0.2 0.2
-0.1 -0.3 0.0
0.1 0.1 -0.1
-0.1 -0.2 -0.2
-0.3 -0.4 0.0
-0.6 -0.9 0.6
0.0 0.0 0.0
0.0 -0.1 0.1
0.0 0.0 -0.1
-0.1 -0.1 -0.1
0.2 0.0 -0.1
0.0 0.2 -0.2
0.0 0.1 -0.1
-0.3 0.1 0.1
1.5 -0.3 -0.5
1.7 -2.6 -0.1
-0.1 -0.6 0.6
0.5 0.4 -0.6
1.5 0.6 -1.5
0.0 -0.1 0.1
0.0 -0.1 0.0
0.0 0.0 0.0
-0.1 -0.1 0.1
0.1 0.0 0.0



# 2
Molecular formula: C20H24Cl2N2O3
Method: DFT, ωB97M-V with the def2-TZVPD basis set

The orbital gap is 0.325 hartree. Its relative energy (zero: lowest compared OMol25 entry of this formula, charge and spin) is 0.000 eV. The structure (SMILES) is COc1ccc(CNCCCC(=O)Nc2c(Cl)ccc(C)c2Cl)cc1OC. The value obtained for the HOMO energy is -8.149 eV.

Cartesian coordinates (Å):
C 2.9031 -0.7797 2.4810
O 1.5399 -0.5350 2.7214
C 0.6257 -1.1526 1.9189
C 0.9247 -1.8683 0.7752
C -0.0856 -2.4699 0.0352
C -1.4051 -2.3737 0.4328
C -2.5014 -3.0671 -0.3313
N -3.5927 -2.1672 -0.6944
C -3.2174 -0.9534 -1.3943
C -2.3632 -1.1467 -2.6616
C -1.9463 0.1710 -3.3179
C -0.6328 0.7836 -2.8559
O 0.0023 1.5400 -3.5520
N -0.2487 0.4332 -1.5926
C 0.8375 0.9966 -0.9127
C 2.1439 0.9026 -1.3899
Cl 2.4656 0.0178 -2.8284
C 3.1878 1.4828 -0.6871
C 2.9433 2.1177 0.5165
C 1.6615 2.2006 1.0477
C 1.3934 2.8289 2.3760
C 0.6263 1.6528 0.3005
Cl -0.9972 1.7787 0.8740
C -1.7157 -1.6392 1.5768
C -0.7245 -1.0246 2.3195
O -0.9312 -0.2870 3.4454
C -2.2547 -0.0914 3.8765
H 3.2217 -0.3803 1.5127
H 3.1306 -1.8496 2.5281
H 3.4373 -0.2618 3.2759
H 1.9448 -1.9657 0.4414
H 0.1798 -3.0295 -0.8497
H -2.0599 -3.5777 -1.2026
H -2.9451 -3.8392 0.3085
H -4.2704 -2.6884 -1.2415
H -2.7057 -0.3154 -0.6671
H -4.1465 -0.4436 -1.6659
H -1.4708 -1.7287 -2.4262
H -2.9525 -1.7258 -3.3780
H -2.7182 0.9301 -3.1588
H -1.8512 0.0420 -4.3979
H -0.9168 -0.0362 -0.9980
H 4.1907 1.4137 -1.0773
H 3.7667 2.5500 1.0642
H 1.0021 2.0734 3.0580
H 2.3038 3.2474 2.7950
H 0.6485 3.6183 2.2857
H -2.7521 -1.5657 1.8630
H -2.8511 0.4267 3.1182
H -2.1845 0.5312 4.7671
H -2.7396 -1.0385 4.1347

Cartesian forces, eV/Å:
0.3 -0.1 -0.1
-0.6 -0.1 0.0
0.0 0.0 0.2
0.2 0.1 0.3
-0.3 -0.1 0.0
0.1 -0.1 -0.2
0.0 -0.2 0.0
-0.2 -0.2 0.0
0.1 -0.1 -0.2
-0.2 0.1 0.2
0.0 -0.1 -0.1
-0.4 0.0 -0.2
0.0 0.2 -0.1
0.1 -0.2 0.4
0.2 0.2 -0.1
-0.1 0.1 0.2
0.2 -0.2 -0.1
-0.1 -0.1 -0.1
-0.1 0.0 -0.1
0.0 0.0 0.0
0.0 0.0 0.0
0.3 0.0 -0.2
-0.3 0.2 0.1
0.1 0.1 0.2
0.1 0.0 0.2
0.4 -0.2 -0.3
-0.2 0.0 0.1
0.0 0.0 0.1
0.0 0.0 0.0
0.0 0.0 -0.1
0.1 0.0 0.0
0.0 -0.1 -0.1
0.0 0.1 0.1
0.1 0.0 -0.1
0.0 0.1 0.1
-0.1 0.1 -0.1
0.1 0.1 0.0
0.0 -0.1 0.0
0.0 0.0 0.0
0.0 0.0 0.0
0.0 0.1 0.1
0.1 0.0 -0.1
0.1 0.0 -0.1
0.1 0.1 0.1
0.0 0.0 0.1
0.1 0.0 0.0
0.0 0.1 0.1
-0.1 0.1 0.1
0.0 0.0 0.0
-0.1 0.0 -0.1
0.0 0.0 0.0



# 3
Molecular formula: C20H24ClN2O6
Method: DFT, ωB97M-V with the def2-TZVPD basis set

As for the charge: -1. The orbital gap is 0.276 hartree. The value obtained for the HOMO energy is -5.437 eV.

Cartesian coordinates (Å):
O 4.2555 -2.4948 -0.7882
O 3.7151 -0.4907 2.0341
O 1.2615 -4.1252 5.8851
O -0.9816 -3.4566 1.5278
O -0.4393 0.9025 0.6172
O 3.8986 -3.2432 1.2755
Cl -0.2518 4.4202 -3.3662
C 3.9801 -2.3019 0.4322
C 3.6009 -0.9045 0.8683
C 0.6387 -3.5875 4.9805
C 0.2133 -3.2732 1.7446
C -0.1052 1.7561 -0.1971
C 2.8986 -0.0340 -0.0884
C 2.2780 1.1502 0.2691
C -4.1275 5.1462 -4.0888
C -4.7910 4.1148 -3.4203
C -2.7336 5.2149 -4.0476
C -4.0597 3.1535 -2.7137
C -1.9934 4.2580 -3.3482
C -2.6566 3.2110 -2.6699
N 1.1630 -3.9568 1.1009
N 1.2695 -2.9649 3.9855
C -0.8770 -3.6181 5.0068
C 0.9207 -4.9117 0.0255
C 0.6562 -2.2928 2.8327
C 1.5694 1.5710 -2.1189
C -1.1916 2.7056 -0.6868
C 1.3652 1.9448 -0.6393
C -1.8860 2.1395 -1.9347
H 2.8084 -0.4331 -1.0926
H 2.3695 1.4845 1.3006
H -4.6941 5.8915 -4.6389
H -5.8752 4.0578 -3.4486
H -2.2156 6.0146 -4.5674
H -4.5873 2.3546 -2.2004
H 2.1366 -3.7707 1.3448
H 2.2795 -2.9937 4.0115
H -1.2045 -4.1728 5.8834
H -1.2561 -2.6002 5.0530
H -1.2441 -4.1102 4.1085
H 0.1152 -5.5908 0.3064
H 0.6416 -4.3745 -0.8812
H 1.8322 -5.4802 -0.1637
H -0.2047 -1.7026 3.1454
H 1.3819 -1.6097 2.3957
H 2.6327 1.6048 -2.3780
H 1.1866 0.5654 -2.3227
H 1.0521 2.2688 -2.7732
H -1.9303 2.8549 0.1057
H -0.7357 3.6757 -0.8858
H 1.6257 3.0001 -0.5227
H -2.5503 1.3222 -1.6335
H -1.1543 1.7114 -2.6243

Cartesian forces, eV/Å:
-0.2 1.4 1.1
0.3 -1.0 -1.5
0.3 -0.2 0.2
-0.4 0.2 -0.1
0.7 0.7 -1.1
-0.2 1.3 0.3
-0.4 -0.1 -0.1
0.4 -3.0 -1.5
-0.4 1.7 2.6
-0.5 -0.6 1.1
-0.7 -0.6 -0.1
-0.6 -0.6 1.6
-1.4 2.2 -0.4
0.9 -2.5 -0.5
0.2 -0.4 0.3
0.4 0.0 0.1
-0.1 -0.1 0.1
0.3 0.8 -0.5
-1.1 0.0 0.0
0.1 -0.1 -0.1
0.8 0.0 0.2
0.3 0.9 -1.3
0.3 0.0 -0.3
-0.2 0.4 0.5
0.3 -0.3 0.1
-0.2 0.0 -0.1
0.5 0.1 -0.1
0.3 -0.6 -0.1
0.0 0.2 -0.1
0.0 0.1 0.0
0.0 -0.1 -0.1
0.1 -0.1 0.1
0.1 0.0 0.0
0.0 -0.1 0.1
0.2 0.0 0.0
0.2 0.1 -0.2
0.0 -0.1 0.0
0.2 0.1 0.0
-0.2 0.1 -0.1
-0.2 0.2 -0.1
0.0 0.0 -0.1
-0.1 -0.1 -0.1
0.0 0.2 0.1
0.0 -0.2 -0.1
0.2 0.0 0.2
-0.2 -0.1 0.1
0.1 0.1 0.0
0.0 -0.1 0.0
0.2 -0.2 0.0
-0.1 0.0 -0.2
-0.2 0.2 0.0
0.1 0.2 -0.1
0.1 0.0 0.1